# 1
Molecular formula: C4H12NO
Method: DFT, ωB97M-V/def2-TZVPD

Its molecular weight is 90.15 g/mol. The calculation puts the HOMO energy at -2.74 eV. For the HOMO-LUMO gap, the calculation gives 0.26471 hartree. As for the charge: -1. For the energy above the lowest of the compared OMol25 structures with the same formula, charge and spin, the calculation gives 0.401 eV.

The geometry in XYZ format:
```
18
Properties=species:S:1:pos:R:3:nbo_charge:R:1
O 0.80302 1.12638 -0.01668 -0.983
N 1.28392 -1.61297 -0.02843 -0.900
C -0.24283 -0.90348 -1.90521 -0.667
C -0.01305 -1.71371 -0.65047 -0.203
C 0.05108 1.97169 0.74745 -0.011
C -0.68724 1.24283 1.83998 -0.629
H -1.35183 1.98395 2.31266 0.162
H 1.47100 -0.59658 0.10557 0.431
H -0.75002 -1.32723 0.13413 0.179
H 0.07444 0.12594 -1.64213 0.291
H -1.34746 0.46555 1.39351 0.183
H 0.62425 2.80903 1.23691 0.073
H -1.34102 -0.86187 -2.12131 0.172
H -0.24505 -2.75516 -0.78477 0.150
H -0.71888 2.52769 0.14962 0.071
H 2.06434 -2.06231 -0.51032 0.324
H 0.04208 0.81162 2.54572 0.189
H 0.28324 -1.23137 -2.80622 0.169
```

=====

# 2
Molecular formula: C4H12NO
Method: DFT, ωB97M-V/def2-TZVPD

Its molecular weight is 90.15 g/mol. The calculation puts the HOMO energy at -2.57 eV. For the HOMO-LUMO gap, the calculation gives 0.25616 hartree. As for the charge: -1. For the energy above the lowest of the compared OMol25 structures with the same formula, charge and spin, the calculation gives 0.279 eV.

The geometry in XYZ format:
```
18
Properties=species:S:1:pos:R:3:nbo_charge:R:1
O -0.06400 1.76590 0.44822 -0.950
N 1.07682 1.65149 -1.63808 -0.929
C -0.20375 1.96485 -0.86237 0.141
C -0.36044 -1.50395 -0.56545 -0.620
C 0.33402 -1.13481 1.81177 -0.599
C -0.83679 -1.11717 0.82763 -0.427
H -1.63734 -1.76259 1.20574 0.157
H -0.95436 1.24092 -1.28586 0.057
H 1.06694 -0.36348 1.60062 0.235
H -1.12718 -0.05221 0.84559 0.277
H -0.48538 2.99117 -1.18240 0.047
H -0.07943 -0.91884 2.80836 0.185
H 1.25931 2.43853 -2.25499 0.316
H 0.21837 -2.43406 -0.56816 0.168
H 0.31872 -0.71173 -0.88075 0.246
H 0.83255 -2.10847 1.92260 0.163
H -1.15895 -1.62041 -1.30001 0.187
H 1.80091 1.67488 -0.93247 0.347
```

=====

# 3
Molecular formula: C4H12NO
Method: DFT, ωB97M-V/def2-TZVPD

Its molecular weight is 90.15 g/mol. The calculation puts the HOMO energy at -15.03 eV. For the HOMO-LUMO gap, the calculation gives 0.36995 hartree. As for the charge: +1. For the energy above the lowest of the compared OMol25 structures with the same formula, charge and spin, the calculation gives 1.690 eV.

The geometry in XYZ format:
```
18
Properties=species:S:1:pos:R:3:nbo_charge:R:1
O -2.37465 -2.08677 -1.07973 -0.965
N -0.63242 0.44102 1.08664 -0.374
C 1.42381 0.90992 -0.18855 -0.433
C -1.50119 1.19962 0.55558 0.135
C 2.79795 0.32942 -0.66560 -0.595
C 0.64553 -0.16482 0.56442 -0.245
H 1.20572 -0.63171 1.36441 0.241
H -1.24614 1.54440 -0.44612 0.235
H 3.26255 1.09794 -1.27552 0.238
H -3.24279 -2.35575 -1.39464 0.493
H 2.69097 -0.66923 -1.08993 0.217
H 0.97799 1.15771 -1.15375 0.223
H -2.11245 -2.60239 -0.32213 0.474
H 1.67314 1.72923 0.48247 0.226
H 3.40758 0.22268 0.23100 0.211
H 0.41394 -0.93741 -0.17005 0.249
H -0.89490 0.06162 1.99425 0.429
H -2.27708 1.59671 1.19908 0.242
```

=====

# 4
Molecular formula: C4H12NO
Method: DFT, ωB97M-V/def2-TZVPD

Its molecular weight is 90.15 g/mol. The calculation puts the HOMO energy at -15.74 eV. For the HOMO-LUMO gap, the calculation gives 0.39029 hartree. As for the charge: +1. For the energy above the lowest of the compared OMol25 structures with the same formula, charge and spin, the calculation gives 1.978 eV.

The geometry in XYZ format:
```
18
Properties=species:S:1:pos:R:3:nbo_charge:R:1
O -1.42851 -0.50546 3.05666 -0.988
N 0.47643 0.06540 0.81566 -0.367
C 0.86146 1.02372 -0.27527 -0.264
C 0.70968 0.40564 -1.71102 -0.397
C -0.74810 -0.08222 -2.12344 -0.625
C 1.09811 -1.01531 1.14859 0.151
H -0.68385 -0.62528 -3.11427 0.243
H -2.06255 0.15654 2.73267 0.482
H -1.59682 -0.57995 4.04478 0.512
H 1.86967 -1.35474 0.55619 0.217
H -1.49281 0.68691 -2.27660 0.224
H -1.15639 -0.79425 -1.42452 0.196
H 0.90442 1.16581 -2.40108 0.242
H 1.70195 1.67284 -0.15484 0.259
H 0.08596 1.77399 -0.16913 0.221
H 0.59008 -1.60121 1.89744 0.246
H 1.32215 -0.54239 -1.73342 0.208
H -0.45088 0.14996 1.13157 0.440
```

=====

# 5
Molecular formula: C4H12NO
Method: DFT, ωB97M-V/def2-TZVPD

Its molecular weight is 90.15 g/mol. The calculation puts the HOMO energy at -14.30 eV. As for the SMILES: [NH3+]CCCCO. For the HOMO-LUMO gap, the calculation gives 0.39210 hartree. As for the charge: +1. For the energy above the lowest of the compared OMol25 structures with the same formula, charge and spin, the calculation gives 1.925 eV.

The geometry in XYZ format:
```
18
Properties=species:S:1:pos:R:3:nbo_charge:R:1
O 1.48650 -0.03699 1.33054 -0.741
N -2.02256 0.41190 0.01954 -0.685
C 0.30499 0.49300 -1.08661 -0.436
C -0.89760 1.31717 -0.51565 -0.220
C 0.55364 -0.95673 -0.72443 -0.444
C 0.87459 -1.22426 0.81451 -0.067
H -2.48861 1.00448 0.68607 0.457
H 1.61282 -2.05747 0.82648 0.216
H -0.04226 0.46596 -2.15982 0.224
H -0.13048 -1.38211 1.34402 0.132
H 1.28685 -1.37235 -1.43363 0.256
H -0.55629 1.85879 0.38338 0.226
H -1.42639 2.11037 -1.14126 0.242
H 2.16028 -0.33445 1.99747 0.498
H -1.62675 -0.32691 0.59252 0.435
H -2.38393 0.02814 -0.81232 0.446
H -0.33149 -1.52767 -1.07566 0.194
H 1.17853 1.17077 -0.91525 0.267
```

=====

# 6
Molecular formula: C4H12NO
Method: DFT, ωB97M-V/def2-TZVPD

Its molecular weight is 90.15 g/mol. The calculation puts the HOMO energy at -14.25 eV. As for the SMILES: [NH3+]CCCCO. For the HOMO-LUMO gap, the calculation gives 0.38191 hartree. As for the charge: +1. For the energy above the lowest of the compared OMol25 structures with the same formula, charge and spin, the calculation gives 1.717 eV.

The geometry in XYZ format:
```
18
Properties=species:S:1:pos:R:3:nbo_charge:R:1
O -1.94690 -0.09780 1.16916 -0.714
N 1.77673 -0.84954 0.23238 -0.695
C -1.56819 -0.62615 -0.07273 -0.059
C 1.03958 0.36256 0.85034 -0.221
C 0.30301 1.15489 -0.24427 -0.446
C -0.83775 0.28298 -1.00230 -0.432
H 0.95408 1.45146 -1.06404 0.222
H -2.35863 -1.03315 -0.70787 0.202
H -0.20587 2.11129 0.05875 0.265
H -0.39263 -0.25890 -1.86651 0.212
H -0.80223 -1.49030 0.11221 0.118
H 1.28541 -1.73085 0.13785 0.444
H 0.38402 -0.16366 1.59175 0.260
H 1.76951 1.01503 1.28260 0.239
H 2.17463 -0.69241 -0.82148 0.450
H -1.51845 1.05380 -1.43605 0.228
H 2.61191 -1.01394 0.74446 0.440
H -2.66823 0.52469 1.03577 0.487
```

=====

# 7
Molecular formula: C4H12NO
Method: DFT, ωB97M-V/def2-TZVPD

Its molecular weight is 90.15 g/mol. The calculation puts the HOMO energy at -15.38 eV. For the HOMO-LUMO gap, the calculation gives 0.35873 hartree. As for the charge: +1. For the energy above the lowest of the compared OMol25 structures with the same formula, charge and spin, the calculation gives 2.987 eV.

The geometry in XYZ format:
```
18
Properties=species:S:1:pos:R:3:nbo_charge:R:1
O -2.55191 -2.17156 -0.96743 -0.941
N -0.99054 0.00785 1.11732 -0.399
C 2.57547 0.41398 -0.52910 -0.591
C -1.71584 1.07988 0.71954 0.112
C 0.53905 -0.17611 0.83927 -0.215
C 1.16744 0.70511 -0.28504 -0.438
H 2.52516 -0.58226 -0.82369 0.211
H -1.34945 1.56040 -0.22216 0.243
H 0.47987 -1.22500 0.48043 0.230
H -3.28932 -1.56477 -1.16720 0.469
H -1.53083 -0.80954 1.53445 0.465
H 0.55950 0.42261 -1.18757 0.213
H -2.08705 -2.09262 -1.81457 0.475
H 0.99635 -0.14778 1.90321 0.254
H 3.06486 0.53307 0.53772 0.209
H -2.71356 1.12597 1.01747 0.220
H 3.06660 1.16731 -1.19416 0.252
H 1.25422 1.75346 0.04152 0.232
```

=====

# 8
Molecular formula: C4H12NO
Method: DFT, ωB97M-V/def2-TZVPD

Its molecular weight is 90.15 g/mol. The calculation puts the HOMO energy at -15.63 eV. For the HOMO-LUMO gap, the calculation gives 0.45698 hartree. As for the charge: +1. For the energy above the lowest of the compared OMol25 structures with the same formula, charge and spin, the calculation gives 1.097 eV.

The geometry in XYZ format:
```
18
Properties=species:S:1:pos:R:3:nbo_charge:R:1
O 1.42060 2.89755 1.47224 -0.984
N 0.33783 0.19187 0.28662 -0.522
C -1.48419 -1.23152 -0.39714 -0.421
C 0.84235 -0.39013 -1.04576 -0.222
C -0.21955 -1.67473 -1.15059 -0.426
C -0.96429 -0.22033 0.70283 -0.254
H -1.66732 0.60261 0.87308 0.246
H 2.06816 3.50167 1.03251 0.496
H -0.87431 -0.87722 1.65487 0.233
H 1.87751 -0.69847 -0.95629 0.240
H -2.09554 -0.67034 -1.08878 0.224
H -0.35622 -1.84123 -2.27214 0.253
H 0.13685 -2.62355 -0.76995 0.239
H 0.27604 1.21582 0.11366 0.464
H 1.04475 0.05911 1.00492 0.451
H 0.80142 0.39566 -1.80000 0.230
H -2.14310 -2.04331 0.17446 0.260
H 0.99901 3.40654 2.16547 0.493
```

=====

# 9
Molecular formula: C4H12NO2
Method: DFT, ωB97M-V/def2-TZVPD

Its molecular weight is 106.14 g/mol. The calculation puts the HOMO energy at -2.96 eV. For the HOMO-LUMO gap, the calculation gives 0.26286 hartree. As for the charge: -1. For the energy above the lowest of the compared OMol25 structures with the same formula, charge and spin, the calculation gives 1.293 eV.

The geometry in XYZ format:
```
19
Properties=species:S:1:pos:R:3:nbo_charge:R:1
O -1.16884 1.35229 0.62517 -0.974
O -0.71611 0.68814 -2.47950 -0.980
N 0.52750 -0.71398 1.19594 -0.664
C -1.80000 0.20014 0.93682 -0.037
C 1.56839 -0.63697 0.14409 -0.218
C -0.81440 -1.03637 0.71998 -0.267
C 1.63721 0.71577 -0.54342 -0.723
H 0.62358 1.15502 -0.43791 0.295
H -1.42017 0.99300 -1.87893 0.491
H 1.94345 0.73996 -1.58443 0.195
H -0.08473 0.32968 -1.82437 0.479
H 2.21615 1.46063 0.01232 0.202
H 2.47045 -0.87565 0.76464 0.172
H -2.70492 -0.10710 0.34573 0.077
H 1.38104 -1.47524 -0.54168 0.176
H -2.14457 0.33739 1.99220 0.094
H -0.90633 -1.33299 -0.33351 0.158
H -1.06793 -1.99442 1.25056 0.151
H 0.46023 0.20068 1.63627 0.374
```

=====

# 10
Molecular formula: C4H12NO2
Method: DFT, ωB97M-V/def2-TZVPD

Its molecular weight is 106.14 g/mol. The calculation puts the HOMO energy at -2.67 eV. For the HOMO-LUMO gap, the calculation gives 0.22489 hartree. As for the charge: -1. For the energy above the lowest of the compared OMol25 structures with the same formula, charge and spin, the calculation gives 2.755 eV.

The geometry in XYZ format:
```
19
Properties=species:S:1:pos:R:3:nbo_charge:R:1
O -0.01434 -3.86539 3.57903 -0.954
O -1.62484 0.71915 0.61052 -0.922
N -0.13281 1.67782 -1.40844 -0.693
C 0.11840 -1.08426 -1.57740 -0.643
C -0.54130 1.28124 1.08820 -0.026
C 0.49985 1.75393 -0.02828 -0.274
C 0.38296 0.46199 -2.08314 -0.212
H -0.73660 2.33273 1.46482 0.048
H -0.01764 0.85972 2.04447 0.068
H 0.90795 2.78272 0.10240 0.157
H 1.47866 0.83117 -2.27136 0.170
H 1.37351 1.12033 -0.07078 0.146
H -0.04502 -3.07687 4.15578 0.475
H 0.08288 0.54500 -3.24767 0.150
H 0.34885 -1.04547 -0.54145 0.224
H 0.71617 -1.76977 -2.29215 0.183
H -0.81718 -3.83561 3.00968 0.479
H -1.03576 1.55192 -0.88939 0.407
H -0.94375 -1.24034 -1.64483 0.216
```

=====

- Which value of energy above the lowest of the compared OMol25 structures with the same formula, charge and spin does entry 3 give?
  1.690 eV

=====

- The lowest energy above the lowest of the compared OMol25 structures with the same formula, charge and spin belongs to which entry?
  number 2

=====

Please write out number 7 again, unchanged.
Molecular formula: C4H12NO
Method: DFT, ωB97M-V/def2-TZVPD

Its molecular weight is 90.15 g/mol. The calculation puts the HOMO energy at -15.38 eV. For the HOMO-LUMO gap, the calculation gives 0.35873 hartree. As for the charge: +1. For the energy above the lowest of the compared OMol25 structures with the same formula, charge and spin, the calculation gives 2.987 eV.

The geometry in XYZ format:
```
18
Properties=species:S:1:pos:R:3:nbo_charge:R:1
O -2.55191 -2.17156 -0.96743 -0.941
N -0.99054 0.00785 1.11732 -0.399
C 2.57547 0.41398 -0.52910 -0.591
C -1.71584 1.07988 0.71954 0.112
C 0.53905 -0.17611 0.83927 -0.215
C 1.16744 0.70511 -0.28504 -0.438
H 2.52516 -0.58226 -0.82369 0.211
H -1.34945 1.56040 -0.22216 0.243
H 0.47987 -1.22500 0.48043 0.230
H -3.28932 -1.56477 -1.16720 0.469
H -1.53083 -0.80954 1.53445 0.465
H 0.55950 0.42261 -1.18757 0.213
H -2.08705 -2.09262 -1.81457 0.475
H 0.99635 -0.14778 1.90321 0.254
H 3.06486 0.53307 0.53772 0.209
H -2.71356 1.12597 1.01747 0.220
H 3.06660 1.16731 -1.19416 0.252
H 1.25422 1.75346 0.04152 0.232
```